No. 1
The following is a quantum chemistry calculation of a structure of composition C28H32BrCaN10O2S4, from the OMol25 dataset.

Atoms and positions in Å:
Ca (0.6994, 0.0500, -0.1157)
C (-2.7020, 1.4847, 3.3794)
C (-1.3927, 1.7410, 4.1229)
S (0.0742, 1.8156, 3.0782)
C (1.2012, 0.7198, 3.9616)
C (0.8212, -0.7573, 4.0472)
S (0.2976, -1.5490, 2.5063)
C (-1.2921, -2.2522, 2.9654)
C (-2.3826, -1.2977, 3.4501)
S (-2.7681, 0.0423, 2.3012)
H (-3.5154, 1.4397, 4.1080)
H (-2.9361, 2.3309, 2.7284)
H (-1.5076, 2.6759, 4.6762)
H (-1.2426, 0.9681, 4.8772)
H (2.1557, 0.8288, 3.4623)
H (1.3350, 1.0884, 4.9824)
H (1.6835, -1.2962, 4.4433)
H (0.0161, -0.9016, 4.7688)
H (-1.6327, -2.7823, 2.0730)
H (-1.1471, -3.0249, 3.7256)
H (-3.2847, -1.8848, 3.6378)
H (-2.1062, -0.8631, 4.4105)
S (0.1393, -7.3741, -2.9558)
N (1.4360, -6.5060, -2.5347)
C (0.9824, -5.3527, -2.0578)
C (1.8097, -4.2633, -1.5542)
C (3.2008, -4.3541, -1.4870)
C (3.9089, -3.2943, -0.9739)
C (3.2058, -2.1625, -0.5617)
N (1.8889, -2.0532, -0.6433)
C (1.1848, -3.0974, -1.1143)
C (-0.3055, -2.9955, -1.1106)
N (-0.8608, -1.8707, -0.6211)
C (-2.1814, -1.7820, -0.5875)
C (-3.0333, -2.7921, -1.0318)
C (-2.4754, -3.9429, -1.5335)
C (-1.0862, -4.0548, -1.5750)
C (-0.4155, -5.2506, -2.0717)
N (-1.0249, -6.3252, -2.5588)
H (3.6932, -5.2560, -1.8236)
H (4.9843, -3.3232, -0.8812)
H (3.7210, -1.3111, -0.1334)
H (-2.5737, -0.8588, -0.1788)
H (-4.1027, -2.6560, -0.9712)
H (-3.0874, -4.7605, -1.8887)
Br (0.9031, 3.9567, -2.5682)
C (2.4175, 3.6580, -1.4179)
C (3.4559, 4.5753, -1.5204)
C (4.5313, 4.3927, -0.6764)
C (4.5148, 3.3281, 0.2153)
C (3.4203, 2.4822, 0.2212)
N (2.3681, 2.6432, -0.6012)
C (3.3884, 1.3085, 1.1987)
O (4.3193, 1.1441, 1.9677)
O (2.3306, 0.5949, 1.1133)
H (3.4061, 5.3895, -2.2265)
H (5.3702, 5.0746, -0.7077)
H (5.3182, 3.1324, 0.9087)
C (-3.2264, 3.3584, -0.1255)
N (-2.6900, 2.9492, -1.4092)
C (-2.8673, 3.9080, -2.4907)
C (-1.7087, 1.9996, -1.4202)
N (-1.0745, 1.5691, -0.3948)
N (-1.5044, 1.4369, -2.6812)
C (-0.3845, 0.8104, -3.2102)
N (-0.4866, 0.6653, -4.5688)
N (0.5874, 0.3834, -2.4970)
H (-4.2086, 3.8018, -0.2834)
H (-2.5894, 4.0962, 0.3757)
H (-3.3508, 2.4857, 0.5165)
H (-3.8840, 3.8746, -2.8856)
H (-2.1600, 3.7155, -3.2927)
H (-2.6667, 4.9173, -2.1259)
H (-1.2712, 2.1324, 0.4246)
H (-2.2506, 1.6080, -3.3349)
H (-1.0356, 1.3259, -5.0926)
H (0.3322, 0.3285, -5.0475)
H (1.3141, 0.0148, -3.1040)

- Multiplicity: 1
- E: -180375.996 eV
- ΔE to the lowest compared entry with this formula, charge and spin: 0.000 eV
- Net charge: +1

So, what does the Mulliken scheme give us? The charges, in e, come out as:
1 Ca 2.007
2 C -0.674
3 C -0.995
4 S -0.006
5 C -0.609
6 C -1.173
7 S 0.376
8 C -0.912
9 C -0.952
10 S 0.112
11 H 0.505
12 H 0.252
13 H 0.558
14 H 0.365
15 H 0.151
16 H 0.611
17 H 0.594
18 H 0.474
19 H 0.244
20 H 0.551
21 H 0.574
22 H 0.384
23 S 0.165
24 N -0.679
25 C 0.649
26 C 0.683
27 C -0.509
28 C -0.926
29 C -0.590
30 N 0.429
31 C -0.663
32 C -1.002
33 N 0.992
34 C -1.017
35 C -1.131
36 C -0.582
37 C 0.726
38 C 0.782
39 N -0.665
40 H 0.549
41 H 0.467
42 H 0.416
43 H 0.569
44 H 0.544
45 H 0.532
46 Br -0.126
47 C 0.440
48 C -0.746
49 C -0.363
50 C -0.862
51 C 0.593
52 N 0.155
53 C -0.222
54 O -0.746
55 O -0.598
56 H 0.436
57 H 0.433
58 H 0.519
59 C -1.109
60 N 0.105
61 C -1.200
62 C 0.397
63 N -0.043
64 N -0.072
65 C 0.229
66 N -0.497
67 N -0.238
68 H 0.455
69 H 0.351
70 H 0.188
71 H 0.314
72 H 0.414
73 H 0.365
74 H -0.539
75 H 0.370
76 H 0.183
77 H 0.245
78 H -0.004

=====

No. 2
The following is a quantum chemistry calculation of a structure of composition C13H18Br18F3NO3 in a non-equilibrium geometry, from the OMol25 dataset.

Atoms and positions in Å:
C (2.1669, 3.7931, -7.4803)
C (1.5775, 3.5839, -6.0885)
O (0.6248, 4.2453, -5.7402)
N (2.0757, 2.5444, -5.3833)
C (1.7754, 2.3375, -3.9590)
H (2.9754, 4.5232, -7.4349)
H (1.3703, 4.1666, -8.1114)
H (2.5602, 2.8625, -7.8955)
H (2.8601, 2.0492, -5.7630)
H (1.2432, 3.2187, -3.6186)
H (2.7257, 2.1536, -3.4549)
H (1.1848, 1.4312, -3.8257)
C (1.2418, -1.8452, 3.2998)
C (0.1629, -1.8982, 2.2436)
O (0.6977, -1.3533, 1.0210)
C (-0.1689, -1.0235, 0.1111)
O (-1.3345, -1.0777, 0.2082)
C (0.4823, -0.6621, -1.2355)
F (1.8246, -0.6284, -1.1788)
F (0.1103, -1.5478, -2.1580)
F (0.0791, 0.5618, -1.6330)
H (2.0906, -2.4588, 2.9737)
H (0.9207, -2.3376, 4.2159)
H (1.6610, -0.8512, 3.4513)
H (-0.7976, -1.5004, 2.5681)
H (-0.0370, -2.9492, 1.9998)
C (-3.0407, -3.2657, 6.1536)
Br (-3.4518, -5.1267, 5.9951)
Br (-4.3529, -2.1973, 5.2422)
Br (-1.2475, -2.8579, 5.5380)
H (-3.0643, -2.9608, 7.1860)
C (-3.4850, 1.8156, 3.7918)
Br (-4.1517, 2.0223, 5.5842)
Br (-4.9580, 1.5537, 2.5782)
Br (-2.2625, 0.3532, 3.6157)
H (-2.9785, 2.7267, 3.5242)
C (-1.7054, 2.8375, -0.3688)
Br (-1.5454, 3.8052, -2.0272)
Br (-2.8870, 1.3423, -0.5509)
Br (-2.1557, 3.9901, 1.1107)
H (-0.7179, 2.4564, -0.1758)
C (3.5262, -3.5887, -0.9825)
Br (2.4476, -3.8992, -2.5581)
Br (5.3454, -4.0777, -1.3028)
Br (2.7757, -4.4979, 0.5391)
H (3.4970, -2.5327, -0.7699)
C (-3.2781, -3.2225, 0.1666)
Br (-4.5662, -1.9328, -0.5379)
Br (-3.7681, -5.0334, -0.2564)
Br (-3.1335, -3.0435, 2.0710)
H (-2.3859, -2.8930, -0.3404)
C (2.3650, 2.0568, 1.9453)
Br (0.8207, 1.8943, 3.0770)
Br (3.5709, 3.4162, 2.5801)
Br (1.8020, 2.3931, 0.1282)
H (2.9123, 1.1290, 1.9113)

- Multiplicity: 1
- E: -1290321.456 eV
- ΔE to the lowest compared entry with this formula, charge and spin: 0.356 eV
- Net charge: 0

So, what does the Mulliken scheme give us? The charges, in e, come out as:
1 C -1.047
2 C 0.659
3 O -0.619
4 N -0.164
5 C -0.677
6 H 0.253
7 H 0.297
8 H 0.331
9 H 0.236
10 H 0.213
11 H 0.278
12 H 0.216
13 C -0.949
14 C 0.548
15 O 0.091
16 C 0.148
17 O -0.197
18 C 0.963
19 F -0.191
20 F -0.289
21 F -0.100
22 H 0.248
23 H 0.175
24 H 0.047
25 H -0.666
26 H 0.332
27 C -0.321
28 Br 0.007
29 Br -0.047
30 Br 0.028
31 H 0.384
32 C -0.205
33 Br -0.044
34 Br -0.009
35 Br 0.177
36 H 0.184
37 C 0.999
38 Br -0.048
39 Br -0.042
40 Br -0.064
41 H -0.969
42 C -0.002
43 Br -0.032
44 Br -0.028
45 Br -0.036
46 H 0.049
47 C 0.089
48 Br -0.078
49 Br -0.040
50 Br 0.086
51 H -0.072
52 C -0.349
53 Br -0.046
54 Br -0.021
55 Br -0.008
56 H 0.320

=====

No. 3
The following is a quantum chemistry calculation of the molecule C6H6, from the OMol25 dataset.

Atoms and positions in Å:
C (-1.8251, 0.7585, 0.1346)
C (-1.0187, -0.5437, 0.1394)
C (0.4250, -0.3936, 0.0879)
C (1.6488, -0.2919, -0.0965)
C (2.9505, -0.3103, -0.5930)
C (4.1525, -0.2953, -0.9792)
H (-2.8836, 0.5326, -0.0247)
H (-1.7272, 1.2903, 1.0846)
H (-1.4882, 1.4182, -0.6695)
H (-1.2216, -1.1018, -0.7900)
H (-1.3248, -1.2114, 0.9537)
H (2.3123, 0.1483, 0.7527)

- Multiplicity: 1
- E: -6311.082 eV
- ΔE to the lowest compared entry with this formula, charge and spin: 8.119 eV
- Net charge: 0

So, what does the Mulliken scheme give us? The charges, in e, come out as:
1 C -1.049
2 C -0.404
3 C 0.370
4 C 0.302
5 C -0.402
6 C -0.601
7 H 0.316
8 H 0.319
9 H 0.332
10 H 0.260
11 H 0.303
12 H 0.253

=====

No. 4
The following is a quantum chemistry calculation of the molecule C6H10N2 in a non-equilibrium geometry, from the OMol25 dataset.

Atoms and positions in Å:
C (-0.2330, 0.4756, -1.3427)
C (-1.2668, 1.0057, -0.5911)
C (0.7983, -0.4524, -0.7764)
C (1.8922, -0.6056, -1.5613)
C (-2.5007, 1.4308, 1.3611)
C (1.7129, -1.8070, 0.9052)
N (-1.3825, 0.8830, 0.7055)
N (0.6753, -0.9657, 0.3718)
H (-0.1107, 0.8667, -2.3397)
H (-1.8580, 1.7313, -1.2117)
H (2.6692, -1.1694, -1.2027)
H (2.1903, -0.0520, -2.4250)
H (-2.1267, 1.8811, 2.2257)
H (-3.2129, 2.1456, 0.8475)
H (-3.2266, 0.7152, 1.8588)
H (2.7246, -1.1840, 0.9932)
H (1.4259, -2.1092, 1.8442)
H (1.8292, -2.7897, 0.3378)

- Multiplicity: 1
- E: -9359.322 eV
- ΔE to the lowest compared entry with this formula, charge and spin: 5.115 eV
- Net charge: 0

So, what does the Mulliken scheme give us? The charges, in e, come out as:
1 C -0.728
2 C 0.060
3 C 1.242
4 C -1.175
5 C -0.762
6 C -0.918
7 N -0.258
8 N -0.384
9 H 0.263
10 H 0.227
11 H 0.405
12 H 0.286
13 H 0.298
14 H 0.283
15 H 0.264
16 H 0.308
17 H 0.309
18 H 0.281

=====

- The highest ΔE to the lowest compared entry with this formula, charge and spin belongs to which entry?
  C6H6